(1)
{
  "formula": "H4OS2",
  "method": "wB97M-V/def2-TZVPD",
  "relative_energy_kj_mol": 14.2,
  "smiles": "SS.O",
  "symbols": ["S", "S", "H", "H", "O", "H", "H"],
  "coordinates": [[0.60543, -0.58582, -0.01589], [2.14217, -0.88945, 1.28038], [0.95486, -1.38238, -1.01125], [1.66125, -1.96131, 1.91712], [-4.60278, 2.39814, -2.13479], [-4.44225, 3.07540, -2.80988], [-5.55469, 2.25919, -2.13189]],
  "forces_ev_per_a": [[-0.6, 0.5, 0.2], [0.4, 0.0, 0.0], [0.3, -0.4, -0.4], [-0.1, -0.1, 0.1], [0.1, 0.2, -0.2], [-0.1, -0.3, 0.3], [0.0, 0.0, 0.0]]
}



(2)
{
  "formula": "C27H51BFIN3O5",
  "method": "wB97M-V/def2-TZVPD",
  "charge": 1,
  "symbols": ["C", "C", "C", "C", "C", "C", "C", "C", "C", "C", "C", "C", "C", "C", "C", "C", "C", "N", "C", "O", "O", "C", "B", "C", "O", "C", "C", "C", "I", "C", "O", "N", "C", "O", "F", "H", "H", "H", "H", "H", "H", "H", "H", "H", "H", "H", "H", "H", "H", "H", "H", "H", "H", "H", "H", "H", "H", "H", "H", "H", "H", "H", "H", "H", "H", "H", "H", "H", "H", "H", "H", "H", "H", "H", "H", "H", "H", "H", "H", "H", "H", "H", "H", "C", "C", "N", "H", "H", "H"],
  "coordinates": [[-9.28378, 6.96150, 0.80239], [-8.32415, 5.94063, 0.16134], [-6.89460, 6.51077, 0.05412], [-5.79107, 5.48110, 0.39986], [-4.78927, 6.07955, 1.39914], [-3.89547, 4.98942, 2.01238], [-2.38757, 5.28680, 1.89741], [-1.52506, 4.04024, 1.61038], [-0.74953, 4.13385, 0.27786], [0.64630, 3.54030, 0.34267], [0.66972, 2.06975, -0.09662], [1.74428, 1.25784, 0.62574], [2.57283, 0.35960, -0.31947], [2.13799, -1.09502, -0.26682], [2.78687, -1.88723, 0.89662], [3.44295, -3.15040, 0.35486], [2.40390, -4.22708, 0.03710], [2.72833, -4.91506, -1.25726], [1.56331, -5.64687, -1.84673], [1.50081, -5.39692, -3.20612], [0.51582, -4.39973, -3.45913], [4.00371, -5.70096, -1.15063], [4.31828, -6.64787, -2.43493], [4.73780, -5.95680, -3.77783], [4.22595, -7.99279, -2.37021], [4.11773, -6.44709, 0.18596], [2.79331, -6.61221, 0.93320], [2.13829, -5.22410, 1.17234], [0.01499, -5.61265, 1.45505], [2.60865, -4.67223, 2.53209], [1.98521, -3.83716, 3.13086], [3.84887, -5.21169, 3.09022], [3.54163, -6.13408, 4.14485], [3.13343, -5.84372, 5.26762], [3.76857, -7.40474, 3.79234], [-8.96197, 7.97628, 0.63496], [-9.34498, 6.75232, 1.86017], [-10.27259, 6.83045, 0.38537], [-8.32316, 5.04995, 0.77353], [-8.65183, 5.69596, -0.83902], [-6.79485, 7.36718, 0.70836], [-6.74018, 6.85907, -0.96186], [-6.26208, 4.63882, 0.88743], [-5.26643, 5.16438, -0.48985], [-5.36050, 6.57122, 2.17288], [-4.20543, 6.81768, 0.85998], [-4.11674, 4.86400, 3.06571], [-4.12438, 4.05396, 1.51532], [-2.27621, 6.01950, 1.10973], [-2.04361, 5.73767, 2.81739], [-2.20402, 3.20187, 1.53474], [-0.84559, 3.88631, 2.43911], [-0.72464, 5.18198, 0.00545], [-1.35564, 3.64865, -0.47474], [1.29129, 4.12379, -0.30647], [1.03515, 3.63554, 1.35008], [-0.32440, 1.69445, 0.11328], [0.77681, 2.04987, -1.17441], [2.39457, 1.89491, 1.20846], [1.23806, 0.58051, 1.30612], [2.39438, 0.73241, -1.32044], [3.63703, 0.48221, -0.15165], [1.05841, -1.08932, -0.16676], [2.33019, -1.56653, -1.22945], [3.54834, -1.25978, 1.32883], [1.99481, -2.10322, 1.59704], [3.87775, -2.87154, -0.60240], [4.27141, -3.52475, 0.94860], [1.48620, -3.67789, -0.12099], [2.91909, -4.14847, -1.90562], [1.55351, -6.70089, -1.61613], [0.66985, -5.23264, -1.40336], [-0.26333, -4.90868, -3.72202], [4.80314, -4.97276, -1.14832], [4.76193, -4.87803, -3.63755], [5.72728, -6.24929, -4.10926], [3.99747, -6.13361, -4.54606], [3.48063, -8.28009, -1.83727], [4.76518, -5.87811, 0.83840], [4.59188, -7.41115, 0.07245], [2.10759, -7.19223, 0.32710], [2.94652, -7.14672, 1.85342], [4.28211, -4.44013, 3.58483], [-0.64054, 6.40755, -3.39181], [-0.61084, 4.96670, -3.18262], [-0.59095, 3.82935, -3.01802], [-1.09076, 6.89533, -2.52968], [0.37195, 6.78183, -3.52497], [-1.22591, 6.63921, -4.27867]],
  "forces_ev_per_a": [[0.0, -0.9, -0.4], [0.3, 1.1, 0.1], [0.1, -1.0, -0.1], [-0.3, 1.2, 0.6], [-0.2, -0.9, -0.3], [0.5, 0.6, -0.1], [-0.4, -0.6, -0.1], [-0.2, 0.5, -0.5], [-0.4, 0.2, 0.8], [-0.2, 0.0, -0.6], [0.0, 0.7, 0.5], [0.1, -0.8, -0.5], [-0.4, 0.6, -0.2], [0.1, 0.1, 0.1], [-0.4, 0.2, -1.1], [0.2, -0.2, -0.4], [-0.4, 0.6, 0.8], [0.3, -0.1, 0.4], [-1.2, 0.8, 0.0], [0.2, -0.7, -0.5], [0.2, 0.5, 0.3], [0.4, -1.2, 0.1], [0.0, 0.7, -0.8], [0.0, 0.5, 0.9], [-0.5, 0.0, -0.3], [-0.4, 0.4, 0.7], [0.0, 0.7, -1.2], [0.3, -1.5, 0.8], [0.1, 0.2, -0.1], [-0.9, 0.9, 0.5], [0.7, -0.5, -0.5], [-0.2, -0.4, 0.1], [-1.2, 0.6, 3.8], [1.6, -1.1, -3.9], [-0.1, 0.5, 0.0], [0.1, 0.4, 0.0], [0.0, 0.3, 0.4], [-0.4, 0.1, 0.0], [0.0, -0.4, 0.0], [-0.2, -0.3, -0.2], [0.0, 0.2, 0.2], [0.0, 0.3, -0.2], [0.0, -0.5, -0.1], [0.1, -0.4, -0.2], [-0.1, 0.4, 0.2], [0.2, 0.3, 0.1], [-0.3, -0.2, 0.2], [0.0, -0.3, -0.1], [0.3, 0.2, -0.3], [0.1, 0.4, 0.2], [0.0, -0.5, 0.3], [0.2, -0.2, 0.2], [0.3, 0.3, -0.1], [0.1, -0.1, -0.4], [0.4, 0.0, -0.1], [0.1, 0.1, 0.3], [-0.2, -0.4, 0.1], [0.1, -0.1, -0.3], [0.1, 0.2, 0.1], [0.0, 0.1, 0.5], [0.1, 0.0, -0.4], [0.3, -0.2, 0.2], [-0.3, -0.1, 0.0], [0.2, -0.2, -0.2], [0.2, 0.1, 0.5], [0.2, -0.1, 0.6], [0.4, 0.1, -0.1], [0.0, -0.1, 0.3], [-0.3, 0.0, -0.4], [-0.1, 0.0, -0.2], [0.6, -0.3, -0.2], [-0.2, 0.1, 0.3], [0.0, -0.3, -0.2], [0.1, 0.4, -0.2], [0.1, 0.3, -0.1], [0.1, -0.2, -0.3], [-0.1, -0.4, -0.3], [0.3, -0.5, 0.6], [0.3, 0.1, 0.2], [0.1, -0.3, -0.2], [-0.2, -0.3, 0.0], [-0.1, -0.1, 0.2], [-0.1, 0.3, 0.1], [0.0, 0.0, 0.0], [0.0, -0.3, 0.0], [0.0, 0.2, -0.1], [0.0, 0.0, 0.0], [0.0, 0.0, 0.0], [0.0, 0.0, 0.0]]
}



| no. | frontier orbital gap (eV) | calculated total energy (eV) | HOMO level (eV) |
| --- | --- | --- | --- |
| 1 | 10.080 | -23782.6305 | -9.57 |
| 2 | 8.130 | -55019.1418 | -11.47 |